Entry from OMol25: a molecular structure, C22H41BHfN7P in a non-equilibrium geometry (ωB97M-V/def2-TZVPD).

Each line ends with the Löwdin charge.
Positions of all 73 atoms, in Å:
H: -0.54431 3.25308 -0.71568  0.12
N: -0.17145 1.82433 -2.22589  0.03
B: 0.46218 0.57356 -4.41228  -0.42
N: 0.34752 1.85119 -3.50596  0.04
C: 0.72710 3.09956 -3.75909  0.03
Hf: -0.88243 -0.84794 -1.53799  1.49
H: 1.14951 3.33523 -4.71966  0.15
C: 0.41781 3.90940 -2.66692  0.03
H: 0.51153 4.96769 -2.62166  0.12
C: -0.13933 3.08731 -1.69870  0.01
H: 0.87155 0.80304 -5.51566  0.13
C: -1.25513 -2.96129 -1.34551  -0.28
H: -1.71135 -3.25087 -0.39150  0.00
H: -0.46910 -3.68936 -1.57285  0.02
H: -2.05283 -3.12364 -2.09691  0.00
N: -1.00722 0.03288 -4.48563  0.01
N: 1.38562 -0.51119 -3.75298  -0.01
N: -1.69289 -0.29432 -3.30357  -0.18
N: 0.97778 -1.08308 -2.55306  -0.11
C: -1.79388 -0.21045 -5.53537  0.01
C: 2.51433 -1.12818 -4.16839  0.00
H: -1.45738 -0.04290 -6.54914  0.15
H: 2.98289 -0.89038 -5.11293  0.14
C: -3.04139 -0.64810 -5.08221  0.01
C: 2.88722 -2.08636 -3.21246  0.00
C: -2.96984 -0.66040 -3.69505  -0.06
C: 1.91344 -2.02589 -2.21236  -0.08
H: -3.88668 -0.90995 -5.68872  0.12
H: 3.72939 -2.76480 -3.22994  0.12
H: -3.67721 -0.99207 -2.95015  0.13
H: 1.78983 -2.62136 -1.30571  0.12
H: -1.08223 1.38273 -2.09828  0.09
C: -1.44528 0.88089 4.18373  -0.06
C: -1.64211 0.46647 2.71134  -0.60
C: -2.57143 -0.75284 2.62922  -0.09
C: -2.31358 1.61410 1.94108  -0.10
P: -0.01842 0.00533 1.83069  0.96
N: -0.40329 -0.12090 0.26992  -0.40
C: 1.28386 1.35849 2.11753  -0.60
C: 1.92513 1.28868 3.51607  -0.06
C: 2.35290 1.21597 1.02280  -0.09
C: 0.64431 2.73737 1.95384  -0.09
C: 0.68320 -1.63132 2.51786  -0.59
C: -0.11486 -2.81271 1.97049  -0.10
C: 2.12801 -1.81312 2.02867  -0.09
C: 0.65291 -1.72460 4.05718  -0.07
H: -2.44957 1.03916 4.60842  0.10
H: -0.89537 1.82369 4.30531  0.07
H: -0.95857 0.11391 4.79929  0.07
H: -3.58300 -0.42884 2.91233  0.10
H: -2.62519 -1.13925 1.60286  0.07
H: -2.28470 -1.55906 3.31379  0.07
H: -1.93421 2.60132 2.21424  0.07
H: -2.20807 1.46587 0.86133  0.04
H: -3.38083 1.62963 2.19305  0.09
H: 2.57580 0.42000 3.65933  0.07
H: 2.55954 2.18149 3.61896  0.10
H: 1.18804 1.32616 4.32826  0.07
H: 1.87911 1.07838 0.04447  0.05
H: 2.94624 2.14039 0.99422  0.10
H: 3.04214 0.38642 1.20245  0.07
H: 0.13968 2.81928 0.98523  0.04
H: -0.04687 2.99209 2.76482  0.07
H: 1.45257 3.48249 1.96915  0.10
H: -0.16919 -2.79132 0.87799  0.02
H: 0.41047 -3.73405 2.25645  0.10
H: -1.13074 -2.87510 2.36720  0.07
H: 2.21112 -1.68966 0.94156  0.07
H: 2.84384 -1.15705 2.53250  0.07
H: 2.43196 -2.84380 2.25901  0.10
H: 1.19115 -0.91685 4.56437  0.07
H: -0.36213 -1.79252 4.46828  0.08
H: 1.16240 -2.66203 4.32695  0.10

Net charge: +2
Energy relative to the best compared isomer or geometry (same formula, charge and spin), kcal per mole: 47.83
HOMO-LUMO gap, eV: 7.7151
Electronic energy, eV: -45169.878



Entry from OMol25: a molecular structure, C54H46Br2Cl2N6O3P2Ti in a non-equilibrium geometry (ωB97M-V/def2-TZVPD).

Each line ends with the Löwdin charge.
Positions of all 116 atoms, in Å:
Ti: 0.25605 0.12715 0.38955  1.09
C: -0.95761 -1.88932 2.88734  -0.10
N: 0.18357 -1.17142 2.28788  -0.11
C: 1.45886 -1.88480 2.43672  -0.08
C: 2.26957 -1.74723 1.19387  -0.27
N: 1.84097 -1.20726 0.06035  0.06
C: 2.87840 -1.39599 -0.86818  -0.18
C: 2.96643 -1.15225 -2.23608  -0.02
C: 4.13498 -1.49971 -2.88382  -0.05
C: 5.20228 -2.10018 -2.20726  -0.05
C: 5.11927 -2.38951 -0.86040  0.01
C: 3.94168 -2.03557 -0.21903  -0.16
N: 3.50872 -2.23982 1.08256  0.21
C: -1.05200 -3.27177 2.33057  -0.34
N: -0.78309 -3.58427 1.09660  0.18
C: -0.90942 -4.96910 1.03041  -0.21
C: -0.77599 -5.85337 -0.04069  -0.01
C: -0.95191 -7.19952 0.20996  -0.07
C: -1.24864 -7.68285 1.49146  -0.07
C: -1.40067 -6.82489 2.56187  -0.01
C: -1.23930 -5.47063 2.30078  -0.19
N: -1.30751 -4.35712 3.11455  0.18
H: -0.85041 -1.95889 3.97468  0.14
H: -1.85501 -1.30738 2.67530  0.11
H: 0.26848 -0.29872 2.80079  0.03
H: 2.02954 -1.52098 3.29612  0.15
H: 1.26962 -2.94939 2.58919  0.14
H: 2.13663 -0.75754 -2.80171  0.09
H: 4.22353 -1.31923 -3.94647  0.12
H: 6.09838 -2.35921 -2.75374  0.12
H: 5.92690 -2.87984 -0.33369  0.12
H: 4.04105 -2.67041 1.82167  0.19
H: -0.54776 -5.49834 -1.03554  0.09
H: -0.86099 -7.90721 -0.60351  0.11
H: -1.36168 -8.74732 1.64427  0.11
H: -1.63513 -7.18953 3.55342  0.12
H: -1.56407 -4.34713 4.08724  0.17
C: -2.87818 0.49295 -3.85188  -0.27
C: -1.79489 1.53549 -3.62043  -0.31
P: -2.17960 2.41096 -2.02724  1.16
C: -3.88616 2.98840 -2.37503  -0.38
C: -4.10056 3.73280 -3.53769  -0.09
C: -5.37961 4.14859 -3.86740  -0.06
C: -6.44884 3.84278 -3.03665  -0.05
C: -6.23839 3.10923 -1.87918  -0.05
C: -4.96146 2.67600 -1.55017  -0.09
C: -1.24592 3.90780 -1.83936  -0.23
C: 1.17935 4.79851 -1.50560  -0.20
C: 0.84783 6.26957 -1.57552  -0.10
C: -0.31858 6.83817 -1.21386  -0.07
C: -1.48630 6.16792 -0.78036  0.03
C: -1.88655 4.88400 -1.06567  -0.08
C: -3.12424 -0.39113 -2.60490  -0.30
P: -1.71217 -0.98539 -1.47981  1.08
C: -2.93888 -1.90074 -0.45602  -0.39
C: -3.56993 -1.21106 0.57598  -0.12
C: -4.66958 -1.76278 1.21934  -0.06
C: -5.14770 -3.00314 0.82523  -0.06
C: -4.52276 -3.69156 -0.20555  -0.05
C: -3.42758 -3.14106 -0.85166  -0.09
C: -0.94200 -2.25372 -2.56629  -0.37
C: 0.11340 -3.01360 -2.06223  -0.14
C: 0.82259 -3.88064 -2.87837  -0.08
C: 0.48479 -4.00729 -4.21768  -0.06
C: -0.59224 -3.29461 -4.72036  -0.06
C: -1.30078 -2.42473 -3.90399  -0.08
H: -2.57210 -0.12161 -4.69780  0.10
H: -3.81694 0.97212 -4.13299  0.11
H: -1.70560 2.25100 -4.43925  0.10
H: -0.85845 0.99860 -3.52181  0.05
H: -3.26831 3.99271 -4.18090  0.11
H: -5.53990 4.71615 -4.77484  0.11
H: -7.44354 4.18361 -3.29037  0.12
H: -7.06996 2.87432 -1.22821  0.12
H: -4.79972 2.11523 -0.64130  0.10
H: 2.14192 4.68753 -2.01172  0.16
H: 1.58891 6.90443 -2.04012  0.11
H: -0.37582 7.92015 -1.24826  0.13
H: -2.21355 6.78575 -0.26395  0.13
H: -2.88525 4.63835 -0.74087  0.10
H: -3.63078 -1.31365 -2.88968  0.09
H: -3.80254 0.13459 -1.93015  0.06
H: -3.22124 -0.22567 0.85318  0.08
H: -5.16236 -1.21427 2.01243  0.11
H: -6.01652 -3.42937 1.30923  0.11
H: -4.90010 -4.65479 -0.52373  0.11
H: -2.94837 -3.67846 -1.66124  0.11
H: 0.33584 -2.95365 -1.01156  0.06
H: 1.64237 -4.45905 -2.46981  0.12
H: 1.05140 -4.66224 -4.86625  0.11
H: -0.89413 -3.41361 -5.75266  0.11
H: -2.14264 -1.89250 -4.32045  0.08
Br: 2.75618 2.21230 3.99051  0.83
C: 2.16207 3.02908 2.39521  -0.60
C: 2.39980 4.35874 2.13470  -0.17
C: 2.03745 4.88310 0.90321  -0.56
Br: 2.67526 6.65784 0.64632  0.92
C: 1.39693 4.15474 -0.11571  -0.09
C: 0.14279 4.06613 -2.40143  -0.23
C: 0.78294 2.78663 -2.84692  -0.07
C: 0.98210 1.76215 -2.02653  -0.16
N: 0.75927 1.70735 -0.64476  -0.06
C: 1.16485 2.78137 0.17288  -0.12
C: 1.56326 2.24368 1.42438  -0.36
O: 1.40408 0.93136 1.55884  -0.22
H: 2.92877 4.96302 2.85681  0.10
H: -0.02102 4.69528 -3.29109  0.18
H: 1.13035 2.72456 -3.86888  0.13
H: 1.39073 0.84846 -2.43732  0.09
Cl: -0.82550 1.41609 4.15800  0.69
C: -1.58020 2.53122 3.01530  -0.96
Cl: -3.07836 3.15154 3.71599  0.67
C: -1.89128 1.90820 1.62529  -0.64
O: -2.80415 2.39581 1.01592  0.04
O: -1.20376 0.87742 1.20013  -0.22
H: -0.90439 3.37474 2.88411  0.07

Net charge: +2
Energy relative to the best compared isomer or geometry (same formula, charge and spin), kcal per mole: 87.53
HOMO-LUMO gap, eV: 5.9217
Electronic energy, eV: -278640.577



Entry from OMol25: 2 unconnected molecules or ions with the total composition C6H12N6 in a non-equilibrium geometry (ωB97M-V/def2-TZVPD).

Each line ends with the Löwdin charge.
Positions of all 24 atoms, in Å:
C: -2.26418 1.49970 1.07750  0.09
C: -1.87143 0.49702 0.27203  0.04
C: -1.32347 1.51854 2.30132  -0.26
C: 0.92396 0.21772 -2.51780  -0.24
C: 0.24532 -0.77589 0.41544  0.03
C: 2.17835 -2.20743 0.07397  0.02
N: -0.39385 0.58889 2.14095  0.13
N: -0.67174 -0.01192 0.93931  -0.07
N: -1.44205 2.26085 3.46210  0.20
N: 0.88415 0.33582 -3.88213  0.17
N: 0.27005 -0.63064 -1.83062  0.12
N: 0.98718 -1.70558 0.77885  0.09
H: -3.17356 2.05553 1.00548  0.12
H: -2.25478 0.05014 -0.65014  0.14
H: 1.28429 1.08795 -2.00511  0.15
H: 2.99554 -1.84019 0.82081  0.15
H: 2.22096 -1.78154 -1.00510  0.12
H: 2.19731 -3.28171 0.15427  0.10
H: -2.22684 2.85824 3.68651  0.13
H: -0.88585 1.74994 4.18407  0.15
H: 1.60094 0.85215 -4.38648  0.14
H: 0.36975 -0.32240 -4.45259  0.13
H: -0.44310 -1.06090 -2.40032  0.11
H: 0.79304 -1.95428 1.81770  0.25

Net charge: +2
Energy relative to the best compared isomer or geometry (same formula, charge and spin), kcal per mole: 63.39
HOMO-LUMO gap (spin up / spin down), eV: 6.8856 / 6.8907
Electronic energy, eV: -15336.462



Entry from OMol25: 2 unconnected molecules or ions with the total composition C5H7NO in a non-equilibrium geometry (ωB97M-V/def2-TZVPD).

Each line ends with the Löwdin charge.
Positions of all 14 atoms, in Å:
C: 1.00316 -0.00756 -1.65788  -0.03
C: 0.85500 0.82037 -0.01760  -0.04
C: -0.00207 -0.23450 -0.25224  -0.26
C: -0.97006 -0.75650 2.25421  -0.17
O: -0.69069 0.39021 2.51017  -0.03
C: -1.37253 -0.00787 -0.58428  -0.30
N: -2.51262 -0.02971 -0.81873  0.14
H: 1.39610 -1.01371 -1.77429  0.09
H: 1.82333 0.70104 -1.83303  0.10
H: 0.23278 0.24781 -2.38230  0.09
H: 1.85180 0.61669 0.37291  0.11
H: 0.58702 1.88435 -0.05007  0.13
H: -1.96168 -1.04353 1.85745  0.08
H: -0.24616 -1.58388 2.37981  0.09

Energy relative to the best compared isomer or geometry (same formula, charge and spin), kcal per mole: 127.15
HOMO-LUMO gap, eV: 8.8100
Electronic energy, eV: -8830.689



Entry from OMol25: a gas-phase ion, H2N3O2S (charge -1) in a non-equilibrium geometry (ωB97M-V/def2-TZVPD).

Each line ends with the Löwdin charge.
Positions of all 8 atoms, in Å:
N: 0.42656 1.51561 -0.13610  0.03
N: 0.37036 0.25025 -0.00267  -0.41
N: 1.54719 -0.40069 0.13546  -0.67
O: -0.75928 -0.57385 0.16074  -0.23
O: 1.52420 -1.79337 -0.17028  -0.10
S: 3.03509 0.30819 0.01535  0.30
H: -0.41844 1.97110 0.29190  0.06
H: 0.65853 -2.09056 -0.00861  0.02

Net charge: -1
Energy relative to the best compared isomer or geometry (same formula, charge and spin), kcal per mole: 62.49
SMILES: [H]/N=[N+](\[O-])N(O)[S-]
HOMO-LUMO gap (spin up / spin down), eV: 6.9507 / 6.9499
Electronic energy, eV: -19428.593



Entry from OMol25: a single C4H7FS molecule in a non-equilibrium geometry (ωB97M-V/def2-TZVPD).

Each line ends with the Löwdin charge.
Positions of all 13 atoms, in Å:
C: 1.32768 1.46675 0.98664  -0.35
C: -0.05612 -0.27886 -0.46062  -0.70
C: 0.51768 -1.02153 -1.43671  0.01
C: -1.00391 -0.85816 0.50939  -0.21
H: 2.15168 0.62757 0.74655  0.08
H: 1.76935 2.39316 1.38266  0.02
H: 0.88133 1.03120 1.95344  0.04
H: 0.43651 -2.18204 -1.58198  0.12
H: 0.92258 -0.38478 -2.21577  0.05
H: -2.12788 -0.58061 0.30332  0.14
H: -1.01130 -0.45488 1.65268  0.14
F: -0.88187 -2.30887 0.82850  -0.13
S: 0.01266 1.53007 -0.45560  0.81

Energy relative to the best compared isomer or geometry (same formula, charge and spin), kcal per mole: 61.18
SMILES: C=C(CF)SC
HOMO-LUMO gap, eV: 10.1095
Electronic energy, eV: -17811.688



Entry from OMol25: a single C5H9N molecule in a non-equilibrium geometry (ωB97M-V/def2-TZVPD).

Each line ends with the Löwdin charge.
Positions of all 15 atoms, in Å:
C: 2.06694 0.00758 -0.37034  0.06
C: 0.82654 0.05912 0.17289  -0.31
C: -0.11817 -1.07372 0.36511  -0.21
C: -1.33961 -0.66633 -0.34084  -0.24
C: -0.05593 1.30956 0.22598  -0.19
H: 2.59931 -0.92711 -0.78952  0.10
H: 2.45826 0.98057 -0.38188  0.03
H: 0.43626 -1.96476 -0.02973  0.12
H: -0.21362 -1.31466 1.51443  0.15
H: -1.23575 -1.12758 -1.36391  0.13
H: -2.18823 -0.97022 0.22372  0.10
H: -2.16954 1.10310 0.07899  0.14
H: 0.34663 2.22751 -0.09592  0.10
H: -0.15048 1.54259 1.23081  0.08
N: -1.26261 0.81435 -0.43977  -0.05

Energy relative to the best compared isomer or geometry (same formula, charge and spin), kcal per mole: 48.32
SMILES: C=C1CCNC1
HOMO-LUMO gap, eV: 9.8928
Electronic energy, eV: -6818.900



Entry from OMol25: a molecular structure, C7H11N3 in a non-equilibrium geometry (ωB97M-V/def2-TZVPD).

Each line ends with the Löwdin charge.
Positions of all 21 atoms, in Å:
C: 1.85173 -0.39483 -1.67379  0.00
C: 0.66511 -1.01343 -1.77170  0.04
C: 1.62145 0.21773 -0.31502  -0.45
C: 0.28950 -0.52917 -0.37288  -0.14
C: 1.55633 1.76498 -0.31168  -0.03
C: -1.90639 0.85910 -0.07440  0.09
C: -0.61980 -2.31584 0.96814  -0.05
N: 2.35222 -0.43434 0.86707  0.08
N: 1.52983 -1.21926 1.39939  0.03
N: 0.39662 -1.41312 0.73426  -0.19
H: 2.80596 -0.27098 -2.23032  0.12
H: 0.22594 -1.37704 -2.59006  0.05
H: 1.09408 2.08239 -1.20790  0.06
H: 2.64511 2.10878 -0.12654  0.11
H: 1.00847 2.08441 0.62853  0.09
H: -1.30197 1.73841 0.20409  -0.01
H: -2.17205 0.26837 0.78384  -0.03
H: -2.13533 0.71787 -1.11206  -0.01
H: -0.43413 -2.82370 1.85744  0.08
H: -1.48653 -1.72959 1.06693  0.05
H: -0.73786 -3.02523 0.11353  0.12

Energy relative to the best compared isomer or geometry (same formula, charge and spin), kcal per mole: 148.05
HOMO-LUMO gap (spin up / spin down), eV: 8.3024 / 7.8108
Electronic energy, eV: -11900.268